Record 1
The following is a DFT calculation (ωB97M-V with the def2-TZVPD basis set) of a 2-piece molecular cluster, C4H8O overall.

Energy above the lowest of the compared OMol25 structures with the same formula, charge and spin ... 55.7 kcal per mole
Highest occupied orbital energy (spin up / spin down) ... 1.67 / -4.06 eV
Total charge ... -1
Gap between HOMO and LUMO (spin up / spin down) ... 2.24 / 7.93 eV
2S+1 ... 2

Each line ends with the natural charge from an NBO analysis.
CARTESIAN COORDINATES (ANGSTROEM)
C (-1.413, 1.296, -0.018)  -0.562
H (-0.054, 0.864, -1.623)  0.115
H (-0.816, 2.076, 0.425)  0.192
H (0.851, -0.769, 2.379)  0.137
H (0.662, -2.137, 1.146)  0.161
H (-1.933, -0.261, -2.505)  0.457
H (-2.326, 0.950, 0.441)  0.164
C (-1.004, 0.677, -1.118)  0.070
C (1.115, -1.194, 1.422)  -0.636
H (2.222, -0.900, -0.438)  0.155
C (1.970, -0.549, 0.563)  -0.630
H (2.427, 0.377, 0.913)  0.155
O (-1.701, -0.432, -1.588)  -0.779

Record 2
The following is a DFT calculation (ωB97M-V with the def2-TZVPD basis set) of C5H14BrO5 as an isolated structure in a non-equilibrium geometry.

Highest occupied orbital energy ... -3.83 eV
Total charge ... -1
Gap between HOMO and LUMO ... 7.03 eV

Each line ends with the natural charge from an NBO analysis.
CARTESIAN COORDINATES (ANGSTROEM)
C (14.363, -13.244, 20.576)  0.980
H (12.128, -12.606, 19.195)  0.207
H (16.463, -13.882, 22.189)  0.180
H (16.975, -12.555, 21.484)  0.178
H (12.168, -11.344, 20.900)  0.331
O (10.285, -12.338, 17.769)  -0.788
H (11.968, -13.553, 21.809)  0.137
H (17.565, -14.064, 20.697)  0.189
C (11.765, -12.642, 22.372)  -0.264
O (13.981, -12.573, 21.444)  -0.575
O (12.411, -11.478, 21.818)  -0.745
O (15.611, -13.626, 20.327)  -0.534
H (12.201, -12.809, 23.357)  0.163
O (13.654, -13.716, 19.531)  -0.529
Br (11.824, -10.864, 19.583)  -0.532
H (11.985, -14.314, 18.601)  0.177
C (16.721, -13.569, 21.177)  -0.252
C (12.299, -13.660, 19.415)  -0.307
H (8.645, -12.295, 18.918)  0.164
H (9.952, -13.130, 19.823)  0.177
H (10.751, -11.644, 18.241)  0.450
H (10.698, -12.452, 22.491)  0.155
H (9.250, -13.937, 18.477)  0.159
C (9.517, -12.944, 18.840)  -0.275
H (11.863, -13.915, 20.381)  0.154

Record 3
The following is a DFT calculation (ωB97M-V with the def2-TZVPD basis set) of C20H27B2NO18Ti as an isolated structure in a non-equilibrium geometry.

Energy above the lowest of the compared OMol25 structures with the same formula, charge and spin ... 82.7 kcal per mole
Highest occupied orbital energy (spin up / spin down) ... -2.57 / -7.82 eV
Total charge ... -1
Gap between HOMO and LUMO (spin up / spin down) ... 4.24 / 9.43 eV
2S+1 ... 4

Each line ends with the natural charge from an NBO analysis.
CARTESIAN COORDINATES (ANGSTROEM)
H (2.532, -0.825, 2.243)  0.216
H (3.885, -0.047, 2.902)  0.222
O (-0.097, -6.330, 5.446)  -0.528
C (-0.784, -1.560, -4.437)  -0.629
C (-2.920, 0.872, -2.374)  0.705
B (-4.575, 0.383, -3.912)  1.178
C (0.427, -2.455, 1.449)  0.685
C (1.289, 3.514, 2.539)  -0.658
O (0.889, -2.096, 0.418)  -0.646
O (-4.263, -0.542, -5.062)  -0.650
C (0.008, -5.231, 4.952)  0.687
C (0.707, 1.187, 3.393)  -0.410
H (1.621, 4.104, 1.684)  0.197
H (0.371, 0.793, -5.425)  0.213
H (2.605, -0.507, -0.223)  0.209
H (0.254, 1.703, 4.239)  0.225
H (4.962, 1.933, 1.068)  0.235
H (-0.786, 2.673, 0.647)  0.232
C (-3.152, 2.067, -3.317)  0.686
O (-5.443, -2.296, -6.091)  -0.557
C (-6.537, -0.743, -4.477)  0.674
C (-5.329, -1.306, -5.298)  0.679
H (-0.470, 1.282, -3.875)  0.235
H (-1.698, -1.029, -4.172)  0.227
C (0.306, 0.676, -4.343)  -0.620
H (-1.341, 1.334, 1.564)  0.245
O (0.510, -0.963, -2.723)  -0.747
H (-0.885, -2.591, -4.100)  0.217
O (-1.621, -1.194, 1.433)  -0.574
O (-0.493, -4.750, 3.734)  -0.674
C (0.481, -0.796, -4.102)  0.078
O (-2.130, 0.874, -1.405)  -0.630
H (-0.836, -1.707, -5.516)  0.206
B (0.028, -3.388, 3.505)  1.153
H (-0.041, 0.404, 3.268)  0.227
H (1.380, -1.077, -4.651)  0.176
C (3.939, 2.135, 1.387)  -0.651
H (1.990, -0.011, 4.546)  0.238
O (0.756, -3.043, 4.726)  -0.653
H (1.663, 3.043, -0.295)  0.467
H (1.077, -1.738, -2.698)  0.483
C (2.120, 0.709, 3.738)  -0.406
C (-0.736, 2.236, 1.644)  -0.635
C (2.912, 0.173, 2.463)  -0.407
O (1.307, 2.153, -0.348)  -0.580
H (-1.370, 2.891, 2.242)  0.222
O (-3.812, -0.020, -2.684)  -0.626
O (-7.743, -1.109, -4.485)  -0.538
H (2.782, 1.470, 4.152)  0.191
H (0.522, 4.088, 3.060)  0.226
Ti (0.142, -0.031, -0.560)  0.864
H (3.658, 2.757, 0.537)  0.190
C (3.416, 0.197, -0.041)  -0.626
H (3.758, 2.751, 2.268)  0.220
H (4.273, -0.436, 0.189)  0.223
N (1.488, 1.497, 0.916)  -0.235
C (2.918, 1.049, 1.165)  0.120
C (0.756, 2.084, 2.125)  0.128
H (2.013, 3.663, 3.339)  0.219
O (-6.067, 0.379, -3.816)  -0.665
H (1.244, 1.110, -3.997)  0.208
O (1.431, -4.082, 6.629)  -0.563
O (-1.066, -2.473, 3.298)  -0.640
C (-0.951, -1.983, 2.047)  0.683
O (-4.038, 1.758, -4.126)  -0.613
H (3.516, 0.682, -1.012)  0.220
O (-2.524, 3.113, -3.245)  -0.581
C (0.875, -4.093, 5.525)  0.670
O (0.897, -3.286, 2.327)  -0.634

Record 4
The following is a DFT calculation (ωB97M-V with the def2-TZVPD basis set) of an isolated molecule of C5H7IN2 in a non-equilibrium geometry.

Energy above the lowest of the compared OMol25 structures with the same formula, charge and spin ... 96.6 kcal per mole
Highest occupied orbital energy ... -7.62 eV
Gap between HOMO and LUMO ... 7.58 eV

Each line ends with the natural charge from an NBO analysis.
CARTESIAN COORDINATES (ANGSTROEM)
H (-3.044, 0.234, 0.162)  0.209
I (-1.528, -2.026, 1.535)  0.239
H (-2.951, -1.007, -0.953)  0.223
C (-2.493, -0.191, -0.535)  -0.655
H (2.224, 1.890, -0.263)  0.224
C (2.397, 0.959, 0.135)  -0.623
C (-1.164, -0.466, 0.081)  -0.142
H (2.939, 0.947, 1.086)  0.224
N (0.656, -2.138, 0.370)  -0.052
C (1.241, 0.082, 0.213)  0.021
N (1.358, -1.186, 0.363)  -0.048
H (-2.340, 0.537, -1.327)  0.206
H (-0.273, 1.446, -0.444)  0.231
C (-0.109, 0.458, 0.017)  -0.278
H (3.086, 0.460, -0.442)  0.221

Record 5
The following is a DFT calculation (ωB97M-V with the def2-TZVPD basis set) of a 2-piece molecular cluster, C2H5NO2S overall in a non-equilibrium geometry.

Energy above the lowest of the compared OMol25 structures with the same formula, charge and spin ... 79.6 kcal per mole
Highest occupied orbital energy ... -10.26 eV
Gap between HOMO and LUMO ... 10.28 eV

Each line ends with the natural charge from an NBO analysis.
CARTESIAN COORDINATES (ANGSTROEM)
N (-1.163, -0.146, -1.322)  -0.982
O (-2.111, 1.243, 0.676)  -0.843
S (-1.809, -0.014, 0.028)  2.298
H (1.941, 1.180, -0.501)  0.205
H (2.219, -0.704, -0.909)  0.206
H (0.972, -1.330, 1.107)  0.217
C (0.976, -0.278, 0.759)  -0.464
H (0.516, 0.465, 1.498)  0.203
H (-1.150, 0.714, -1.693)  0.364
O (-2.108, -1.253, 0.627)  -0.840
C (1.717, 0.123, -0.270)  -0.363

Record 6
The following is a DFT calculation (ωB97M-V with the def2-TZVPD basis set) of C6H10O as an isolated structure in a non-equilibrium geometry.

Energy above the lowest of the compared OMol25 structures with the same formula, charge and spin ... 105.2 kcal per mole
Highest occupied orbital energy (spin up / spin down) ... -8.15 / -8.15 eV
Gap between HOMO and LUMO (spin up / spin down) ... 8.31 / 8.31 eV

Each line ends with the natural charge from an NBO analysis.
CARTESIAN COORDINATES (ANGSTROEM)
H (1.277, -0.216, -1.241)  0.257
H (-2.927, 1.176, -0.635)  0.211
C (-0.792, 0.777, -0.558)  -0.169
C (1.573, 0.156, -0.252)  -0.527
H (0.146, 0.460, 1.335)  0.235
H (0.674, 1.952, 0.579)  0.221
H (-2.287, 0.556, 0.980)  0.206
O (1.580, -1.275, 1.685)  -0.536
C (-2.104, 0.726, -0.078)  -0.341
C (-0.917, -1.113, -1.042)  -0.478
H (2.469, 0.772, -0.393)  0.231
H (-1.490, -1.310, -1.960)  0.161
C (0.403, 0.905, 0.369)  -0.445
C (1.945, -1.060, 0.553)  0.461
H (2.598, -1.784, 0.027)  0.108
H (-0.676, 1.367, -1.481)  0.220
H (-1.170, -1.973, -0.362)  0.184